Formula: C34H38N3O3PPdS2
Source: the OMol25 dataset
Level of theory: ωB97M-V with the def2-TZVPD basis set

Structure (XYZ):
```
82
Properties=species:S:1:pos:R:3:mulliken_charge:R:1
Pd 0.36662 -0.66775 -1.14302 -1.776
S 0.26632 3.63755 -1.40181 -0.464
S -2.49161 -0.89650 1.54014 1.579
P 0.85433 -1.56316 0.76455 2.270
O -1.58476 0.02825 2.22096 -0.936
O -2.58640 -0.66244 0.10204 -0.949
O -3.78932 -1.03298 2.17531 -0.847
N -1.64331 1.78264 -1.09873 0.577
N -0.50380 2.31688 0.79223 0.413
N 1.85930 -1.74153 -8.48339 -0.640
C 1.30514 -1.27955 -5.99950 0.674
C 2.19814 -2.79737 0.36115 0.230
C -2.44718 -3.42987 2.51491 -0.630
C 2.08001 -3.49157 -0.84330 -0.730
C -1.65837 -2.47562 1.88015 -0.103
C 3.42328 0.85255 2.85482 -0.735
C 1.69418 0.24170 4.40019 -0.733
C -0.29396 -0.89303 -4.24333 0.510
C -0.51686 -4.74736 3.02195 -0.856
C 0.58574 4.20309 2.05047 -0.736
C 2.32782 -1.17439 -5.05215 -0.733
C -1.89126 1.75209 -2.52798 -0.884
C -0.64933 2.51208 -0.53327 0.462
C -0.27542 -2.67449 1.75755 -0.251
C 2.01322 -0.93513 -3.72450 0.084
C 0.26788 -3.80424 2.37394 0.159
C -0.01899 -1.13788 -5.57935 -0.676
C 2.85363 0.94779 4.12113 -0.476
C 0.69316 -0.77595 -3.23842 -0.916
C 1.10619 -0.56042 3.42621 -0.552
C 0.66901 2.77389 1.51724 -0.363
C 1.67351 -0.66994 2.15998 0.548
C 1.61171 -1.53549 -7.37524 0.048
C -4.99340 2.07943 -2.32739 -1.112
C 4.28845 -3.96466 0.75717 -0.757
C -0.51221 4.43559 3.09237 -0.454
C 3.31883 -3.04990 1.15264 0.002
C 4.14653 -4.65871 -0.43520 -0.425
C -1.88971 -4.57224 3.06277 -0.551
C -3.97400 3.21122 -2.24740 -0.173
C 2.83342 0.05904 1.88557 -0.257
C 3.03411 -4.42028 -1.23263 -0.714
C -2.70025 2.94290 -3.04446 -0.877
C -1.90315 4.64367 2.49701 -1.084
H 1.56049 4.41932 2.50330 0.406
H -5.90630 2.32333 -1.77886 0.363
H 3.30442 1.58145 4.87620 0.340
H 0.18031 -1.07550 3.64676 0.259
H -1.93545 0.93252 -0.61226 0.015
H -0.95023 1.66630 -3.07289 0.328
H -2.95615 2.73397 -4.09121 0.437
H -3.70096 3.37327 -1.20163 0.076
H 2.83703 -0.87267 -3.02015 0.370
H -3.50786 -3.23316 2.59409 0.501
H -2.52789 -5.30705 3.54064 0.342
H 4.31817 1.41533 2.61550 0.366
H -1.33915 -0.79362 -3.96644 0.341
H -0.82005 -1.22294 -6.30616 0.378
H 3.25846 0.02031 0.88779 0.443
H -2.19985 3.79168 1.88831 0.170
H 1.24414 -3.25231 -1.49240 0.335
H 2.91818 -4.93714 -2.17791 0.399
H -4.59564 1.15807 -1.89884 0.194
H -0.05348 -5.61103 3.48429 0.408
H 5.15570 -4.13212 1.38638 0.392
H -0.25057 5.31803 3.68820 0.369
H -0.92823 1.47318 1.18150 0.107
H -5.26961 1.87272 -3.36612 0.285
H 4.90340 -5.36912 -0.74799 0.353
H 0.77878 2.09535 2.36344 -0.310
H 0.46140 4.89192 1.21208 0.358
H -2.65262 4.78260 3.28107 0.397
H 1.55350 2.66936 0.88600 0.476
H -2.45081 0.83031 -2.69885 0.240
H -2.06654 3.82979 -3.03389 0.329
H -1.91561 5.52854 1.85509 0.289
H 1.22648 0.32526 5.37437 0.366
H 1.33644 -3.95819 2.33681 0.362
H -0.53503 3.59050 3.78966 0.202
H 3.44537 -2.52468 2.09222 0.401
H 3.35982 -1.28500 -5.36797 0.380
H -4.42730 4.14352 -2.60149 0.369
```

Results
- energy above the lowest of the compared OMol25 structures with the same formula, charge and spin (kcal/mol) = 0.0
- max |F| (Eh/bohr) = 0.0104
- LUMO (eV) = 4.4
- HOMO energy (eV) = -1.37
- net charge = -2
- 2S+1 = 1
- calculated total energy (eV) = -80929.62048